No. 1
Below is a 12-piece molecular cluster, C37H76Cl22N3 overall in a non-equilibrium geometry, with properties calculated with wB97M-V/def2-TZVPD.

Output
F_max, eV/Å: 4.46
E_HOMO, eV: -11.64
Gap between HOMO and LUMO, eV: 9.2
Net charge: +1
Energy above the lowest of the compared OMol25 structures with the same formula, charge and spin, eV: 0.0000
Electronic energy, Eh: -11743.67353

Last column: Mulliken charge in e.
Cartesian coordinates (Å):
C1 -0.83050 4.86030 0.93815  -1.584
C2 -0.97712 4.36110 2.33502  -0.092
C3 -1.11218 2.86843 2.39948  0.708
C4 -1.88163 2.40644 3.60639  -1.538
C5 -2.05413 0.92074 3.62381  -0.316
C6 -3.22206 0.41080 2.79870  -1.371
C7 -2.89564 -0.00322 1.37190  0.659
C8 -2.60758 -1.48333 1.13645  -0.368
C9 -1.30302 -1.72395 0.41474  -0.266
C10 -0.18117 -0.85920 0.88526  1.526
C11 1.18410 -1.31995 0.45956  -0.995
C12 1.93618 -0.13246 -0.05670  -1.278
N1 1.46854 0.12171 -1.41529  0.861
C13 0.92072 1.26980 -1.76306  -0.288
N2 1.56205 2.45935 -1.74906  -0.303
C14 0.57383 3.38339 -2.36507  -0.647
C15 -0.66857 2.78730 -1.87511  0.942
N3 -0.26889 1.38214 -2.18001  -0.114
H1 -0.60249 5.90411 0.92809  0.534
H2 -0.04091 4.36550 0.40993  0.058
H3 -1.72165 4.71568 0.37616  0.479
H4 -1.87545 4.76903 2.75035  0.569
H5 -0.17536 4.73865 2.94910  -0.105
H6 -0.12578 2.44971 2.47975  0.173
H7 -1.58211 2.51176 1.50360  -0.202
H8 -2.82927 2.90048 3.64459  0.487
H9 -1.32693 2.68142 4.46653  0.319
H10 -1.13134 0.44439 3.39305  0.139
H11 -2.27614 0.65411 4.63398  0.434
H12 -3.70699 -0.38401 3.31456  0.592
H13 -3.91032 1.21796 2.71528  0.505
H14 -2.10693 0.61608 1.00767  -0.986
H15 -3.75892 0.24030 0.79612  0.562
H16 -2.66502 -2.01042 2.05806  -0.366
H17 -3.38398 -1.88349 0.53290  0.504
H18 -1.48654 -1.62196 -0.63634  0.179
H19 -1.02371 -2.74721 0.54438  -0.264
H20 -0.33866 0.12889 0.49721  -0.484
H21 -0.25321 -0.77669 1.94013  0.004
H22 1.72792 -1.64616 1.31815  0.355
H23 1.14625 -2.10834 -0.25873  0.583
H24 2.98106 -0.31302 -0.00894  0.430
H25 1.69523 0.68977 0.57149  0.413
H26 1.52175 -0.63807 -2.08643  -0.345
H27 1.72696 2.73773 -0.78138  0.440
H28 0.60888 3.13412 -3.40547  0.329
H29 0.75543 4.39647 -2.11563  0.474
H30 -0.74250 2.80578 -0.80054  -0.486
H31 -1.56747 3.14437 -2.29480  -0.300
H32 -0.88182 0.64858 -1.85755  0.362
Cl1 -2.49564 -2.80344 4.96273  -0.140
C16 -2.53228 -4.57884 4.76099  -0.522
C17 -2.46518 -4.97953 3.31398  -0.339
Cl2 -3.94856 -4.54429 2.42097  -0.150
H33 -3.43282 -4.95217 5.24048  0.334
H34 -1.66900 -4.97826 5.28817  0.362
H35 -2.36225 -6.05311 3.23457  0.230
H36 -1.62269 -4.51309 2.81118  0.234
Cl3 1.54527 -1.83446 -3.89501  -0.319
C18 3.17532 -2.55315 -4.13065  0.144
C19 3.11564 -3.83550 -4.90160  -0.006
Cl4 2.32947 -5.14511 -3.97356  -0.206
H37 3.61860 -2.70023 -3.15000  0.406
H38 3.76826 -1.82078 -4.67334  -0.222
H39 4.12350 -4.16313 -5.12546  0.321
H40 2.57605 -3.71612 -5.83478  -0.129
Cl5 0.97468 4.42170 5.42832  -0.092
C20 1.04908 6.19642 5.57690  -0.599
C21 0.45308 6.67546 6.87115  -0.413
Cl6 -1.31071 6.42761 6.92247  -0.185
H41 0.53750 6.62795 4.72066  0.374
H42 2.09962 6.47667 5.52814  0.333
H43 0.63013 7.74302 6.98190  0.331
H44 0.88972 6.16073 7.72175  0.288
Cl7 -1.67308 -6.98829 1.02545  -0.101
C22 -1.13587 -6.17807 -0.46425  -0.587
C23 0.34835 -5.94562 -0.46071  -0.062
Cl8 0.81966 -4.75591 0.78971  -0.139
H45 -1.68786 -5.24498 -0.54780  0.198
H46 -1.40897 -6.81402 -1.30352  0.415
H47 0.66157 -5.55051 -1.42567  -0.109
H48 0.89993 -6.86008 -0.26672  0.426
Cl9 4.87624 0.35727 -5.99675  -0.183
C24 5.83459 -0.25851 -7.37657  -0.457
C25 5.49585 -1.68312 -7.71011  0.068
Cl10 6.03454 -2.82221 -6.43640  -0.196
H49 6.88502 -0.14324 -7.12871  0.344
H50 5.60622 0.37704 -8.22868  0.296
H51 6.00130 -1.97512 -8.62751  0.416
H52 4.42851 -1.81352 -7.84956  -0.237
Cl11 3.34960 3.23693 7.40980  -0.176
C26 3.17575 1.48504 7.68550  -0.532
C27 3.55243 0.66292 6.48955  -0.384
Cl12 2.40891 0.84128 5.12637  -0.101
H53 2.15499 1.30532 8.01025  0.325
H54 3.84967 1.22225 8.49769  0.357
H55 3.56024 -0.39110 6.75892  0.405
H56 4.54008 0.93553 6.13774  0.119
Cl13 -3.49759 4.36696 -3.70021  -0.241
C28 -2.93924 5.36054 -5.07850  -0.418
C29 -1.45529 5.59513 -5.02952  -0.387
Cl14 -0.97826 6.63446 -3.66138  -0.182
H57 -3.49969 6.29133 -5.06075  0.298
H58 -3.19528 4.82286 -5.98827  0.346
H59 -1.13524 6.09446 -5.94091  0.410
H60 -0.91175 4.65861 -4.93934  0.180
Cl15 6.38952 -0.33785 5.15584  -0.147
C30 7.62104 -1.43681 4.47343  -0.508
C31 7.25551 -2.88345 4.67486  -0.428
Cl16 7.32024 -3.36078 6.38526  -0.172
H61 8.57289 -1.19724 4.93630  0.339
H62 7.69088 -1.21809 3.40850  0.294
H63 7.96311 -3.51365 4.13892  0.307
H64 6.25284 -3.09580 4.30749  0.303
Cl17 -2.65276 -9.43963 3.23208  -0.182
C32 -4.30503 -8.94760 2.76567  -0.447
C33 -4.93590 -8.02814 3.77441  0.185
Cl18 -5.28755 -8.85272 5.31396  -0.190
H65 -4.89267 -9.85008 2.62957  0.399
H66 -4.22521 -8.43692 1.80742  0.241
H67 -5.88174 -7.65683 3.38666  0.318
H68 -4.29588 -7.17854 3.98988  -0.310
Cl19 -6.39503 7.60034 -4.69259  -0.192
C34 -6.26040 6.50869 -3.28655  -0.286
C35 -7.52305 6.46560 -2.47135  -0.501
Cl20 -7.83042 8.00368 -1.62916  -0.182
H69 -5.41381 6.83793 -2.69096  0.334
H70 -6.04229 5.52006 -3.67926  0.182
H71 -7.43528 5.69530 -1.70790  0.314
H72 -8.38652 6.24295 -3.09083  0.341
Cl21 2.82740 -0.63864 -10.55245  -0.171
C36 1.54296 -1.87592 -10.60805  -0.458
C37 0.83214 -2.00026 -9.28992  -0.583
Cl22 1.89941 -2.68698 -8.03393  -0.176
H73 1.99643 -2.81616 -10.90563  0.306
H74 0.83671 -1.57239 -11.37718  0.346
H75 -0.01949 -2.66932 -9.38787  0.354
H76 0.47692 -1.03761 -8.93611  0.299

Atomic forces in eV per Å
C 0.305 0.402 0.046
C -0.182 0.134 -0.002
C 0.226 0.384 0.574
C 0.480 -0.325 -0.749
C -1.072 -0.184 0.536
C 0.988 0.176 -0.616
C -0.620 -0.443 0.297
C 0.376 0.912 -0.127
C -0.524 -0.423 0.402
C -0.302 -0.406 -0.715
C 0.059 0.758 0.699
C 0.299 -0.695 -0.797
N 0.709 -0.650 0.447
C 2.941 -0.786 0.222
N 0.380 1.400 0.824
C 0.779 -0.315 0.501
C -0.360 -0.779 0.224
N -4.404 -0.106 -0.666
H 0.124 0.822 -0.130
H 0.755 -0.380 -0.282
H -0.919 -0.149 -0.567
H -0.653 0.539 0.309
H 0.358 -0.117 0.306
H 0.690 -0.546 -0.274
H -0.298 -0.260 -0.680
H -0.766 0.365 0.123
H 0.500 0.541 0.998
H 0.858 -0.550 -0.303
H -0.010 -0.326 0.914
H -0.510 -0.758 0.328
H -0.854 0.693 0.188
H 0.513 0.432 -0.306
H -0.707 0.315 -0.702
H 0.232 -0.479 0.908
H -0.849 -0.519 -0.475
H 0.137 0.259 -0.989
H 0.204 -0.839 0.074
H -0.074 0.766 -0.109
H 0.117 0.128 1.125
H 0.400 -0.698 0.615
H 0.091 -0.597 -0.540
H 1.142 0.066 -0.200
H -0.019 0.977 0.477
H -0.530 -0.037 0.076
H 0.876 0.070 -0.072
H 0.279 0.645 -0.927
H 0.219 0.915 0.013
H -0.212 0.369 0.521
H -0.978 0.024 -0.835
H -0.202 -0.338 -0.485
Cl -0.003 0.002 0.014
C -0.010 0.035 0.069
C -0.023 0.144 0.183
Cl -0.051 -0.019 -0.014
H -0.070 0.064 0.004
H 0.059 0.015 -0.016
H 0.026 -0.116 0.123
H 0.012 0.016 -0.055
Cl -0.080 -0.171 -0.192
C 0.313 0.128 0.067
C -0.125 -0.186 0.003
Cl -0.050 0.021 -0.003
H -0.100 -0.013 0.082
H -0.057 0.031 -0.079
H 0.079 -0.030 0.043
H -0.083 -0.059 0.062
Cl -0.115 0.040 -0.152
C 0.085 0.005 -0.109
C -0.007 0.099 0.088
Cl -0.015 -0.018 0.008
H -0.081 -0.015 -0.011
H 0.035 -0.026 0.061
H -0.017 0.038 -0.033
H -0.025 -0.077 0.020
Cl 0.097 -0.318 -0.313
C -0.173 0.060 -0.056
C 0.092 0.009 -0.130
Cl 0.105 -0.124 -0.005
H 0.015 0.053 0.037
H 0.041 -0.080 0.008
H 0.003 0.102 0.024
H -0.008 -0.037 0.093
Cl 0.009 -0.004 0.000
C 0.076 0.073 -0.047
C -0.008 -0.071 -0.087
Cl 0.041 0.106 -0.077
H 0.022 0.002 0.101
H -0.077 0.008 -0.021
H 0.073 -0.002 0.000
H -0.059 -0.020 0.038
Cl 0.187 -0.099 0.068
C -0.049 0.023 0.277
C -0.006 -0.075 -0.037
Cl -0.008 0.053 -0.008
H -0.053 -0.010 -0.076
H 0.030 0.021 0.059
H -0.034 -0.014 0.001
H -0.082 0.127 -0.077
Cl 0.007 -0.076 -0.008
C -0.080 0.075 -0.106
C 0.082 0.032 -0.047
Cl 0.021 -0.070 0.054
H -0.008 0.039 0.082
H 0.000 -0.085 0.010
H -0.018 0.059 -0.014
H 0.013 -0.037 0.011
Cl 0.172 -0.112 -0.111
C 0.053 0.046 -0.129
C -0.042 -0.097 -0.118
Cl -0.023 -0.012 0.081
H 0.006 0.010 0.105
H -0.068 -0.014 0.020
H 0.037 0.020 0.008
H 0.029 0.047 0.047
Cl -0.048 0.045 0.048
C 0.008 -0.025 -0.163
C -0.081 0.025 0.036
Cl 0.029 0.014 0.024
H 0.004 -0.069 0.066
H 0.040 0.056 0.004
H -0.030 -0.010 -0.029
H 0.040 0.019 0.034
Cl 0.057 0.011 -0.009
C 0.048 -0.036 -0.037
C -0.075 -0.018 0.070
Cl -0.012 0.011 -0.009
H 0.008 0.075 0.025
H -0.067 -0.061 -0.010
H 0.042 -0.011 0.026
H -0.039 0.053 -0.043
Cl 0.035 -0.015 0.008
C 0.001 0.002 -0.113
C -0.136 0.008 -0.018
Cl -0.078 0.018 0.003
H 0.070 -0.024 0.021
H -0.024 0.064 -0.002
H 0.030 -0.087 -0.008
H 0.069 0.056 0.058

=====

No. 2
Below is a 2-piece molecular cluster, C3H5NO2 overall in a non-equilibrium geometry, with properties calculated with wB97M-V/def2-TZVPD.

Output
F_max, eV/Å: 2.73
E_HOMO (spin up / spin down), eV: -9.87 / -9.54
Gap between HOMO and LUMO (spin up / spin down), eV: 8.4 / 8.7
Energy above the lowest of the compared OMol25 structures with the same formula, charge and spin, eV: 5.9568
Electronic energy, Eh: -322.35542

Last column: Mulliken charge in e.
Cartesian coordinates (Å):
N1 -0.75727 1.33554 -0.51111  -0.518
C1 0.96348 -0.12904 -0.17433  -0.364
C2 0.41118 -0.20370 1.18353  -0.188
O1 -0.82277 -0.71458 0.76607  -0.493
C3 -0.07873 -0.90878 -0.77298  0.568
O2 -0.50123 -1.48224 -1.71568  -0.462
H1 -1.74989 1.08464 -0.29975  0.276
H2 -0.69130 1.25549 -1.51983  0.266
H3 1.98663 -0.07003 -0.52367  0.342
H4 0.90309 -0.95001 1.80663  0.279
H5 0.36065 0.70685 1.78311  0.293

Atomic forces in eV per Å
N -0.005 0.822 -0.446
C 0.271 0.177 -0.029
C 0.173 -0.187 0.704
O -0.217 -1.426 -1.903
C -2.262 -0.293 1.499
O 0.650 0.583 1.131
H 1.104 -0.396 0.010
H -0.084 0.260 -0.443
H -0.042 0.509 -0.248
H 0.485 -0.237 0.024
H -0.074 0.187 -0.300